[1]
C37H55ClFN2O9 | ωB97M-V with the def2-TZVPD basis set

```
! wB97M-V def2-TZVPD RIJCOSX def2/J DEFGRID3
* xyz 1 1
C 7.444 2.492 2.162
C 7.953 0.932 2.333
O 9.258 0.718 2.579
O 7.033 -0.213 2.233
C 7.677 -1.463 2.678
C 6.652 -2.742 2.747
C 5.854 -3.055 1.338
C 4.635 -1.986 1.009
C 3.335 -2.832 0.391
C 2.017 -1.843 0.179
C 0.701 -2.686 -0.392
C -0.434 -2.869 0.804
C -1.742 -1.894 0.639
C -1.465 -0.256 0.452
C -2.719 0.829 0.278
Cl -2.198 2.626 0.138
C -4.320 0.360 0.267
C -5.550 1.434 0.129
C -5.486 2.402 -1.194
C -6.173 3.854 -0.727
C -7.657 3.625 -0.058
O -7.685 3.679 1.412
C -4.581 -1.277 0.453
C -3.316 -2.354 0.641
C -3.722 -3.960 0.876
O -3.048 -4.989 0.353
C -5.103 -4.170 1.797
C -5.249 -5.350 2.927
C -4.488 -4.561 4.334
C -5.333 -3.152 4.895
O -5.313 -4.607 5.661
C -6.254 -3.198 1.608
C -7.671 -3.261 2.431
O -8.496 -4.305 2.527
N -8.094 -2.002 3.218
C -9.545 -2.255 3.672
O -9.767 -2.791 4.901
F -10.734 -1.960 2.805
C -6.113 -1.947 0.506
O -7.117 -1.551 -0.284
H 6.796 2.666 1.196
H 6.901 2.833 3.150
H 8.429 3.160 2.096
H 8.083 -1.295 3.782
H 8.528 -1.730 1.917
H 7.221 -3.729 3.047
H 5.810 -2.573 3.568
H 6.562 -3.055 0.388
H 5.350 -4.128 1.370
H 4.933 -1.160 0.218
H 4.247 -1.469 1.991
H 3.623 -3.340 -0.646
H 3.068 -3.719 1.116
H 1.795 -1.323 1.208
H 2.360 -1.008 -0.600
H 1.122 -3.769 -0.669
H 0.284 -2.180 -1.360
H -0.674 -4.020 0.844
H 0.106 -2.615 1.827
H -0.337 0.086 0.489
H -6.625 0.968 0.187
H -5.466 2.160 1.073
H -4.412 2.534 -1.640
H -6.236 1.949 -1.992
H -6.305 4.551 -1.662
H -5.506 4.382 0.102
H -8.448 4.420 -0.440
H -8.104 2.566 -0.362
H -6.774 3.814 1.810
H -4.577 -6.292 2.754
H -6.345 -5.585 3.263
H -3.234 -4.544 4.380
H -4.755 -2.326 5.489
H -6.499 -3.185 4.987
H -8.088 -1.164 2.563
C 3.225 3.449 -1.238
C 3.525 3.909 -2.661
N 4.500 2.987 -3.431
C 5.836 2.943 -2.649
C 4.862 3.627 -4.794
C 3.728 3.770 -5.791
C 4.019 1.507 -3.553
C 2.611 1.266 -4.127
O 1.616 1.921 -3.352
C 0.387 2.111 -4.045
H 4.104 3.527 -0.592
H 2.458 4.101 -0.803
H 2.849 2.426 -1.186
H 3.991 4.900 -2.625
H 2.608 4.010 -3.241
H 6.175 3.969 -2.484
H 6.566 2.389 -3.247
H 5.678 2.428 -1.698
H 5.664 3.022 -5.233
H 5.270 4.619 -4.567
H 3.582 2.846 -6.355
H 3.996 4.528 -6.535
H 2.780 4.076 -5.346
H 4.062 1.090 -2.540
H 4.765 0.989 -4.165
H 2.402 0.191 -4.097
H 2.554 1.564 -5.174
H 0.376 1.650 -5.038
H 0.220 3.188 -4.149
H -0.424 1.693 -3.444
*
```

Computed properties:
Electronic energy: -75874.6062 eV
HOMO level: -10.84 eV
Orbital gap: 0.262 Ha

[2]
C8H16BNO6S | ωB97M-V with the def2-TZVPD basis set

```
! wB97M-V def2-TZVPD RIJCOSX def2/J DEFGRID3
* xyz 0 1
C -2.283 1.016 1.757
N -2.256 1.082 0.276
C -2.810 -0.123 -0.387
C -1.002 1.534 -0.254
O -0.446 2.480 0.373
C -0.276 1.046 -1.563
C 0.629 -0.237 -1.416
O -0.209 -1.435 -1.285
S 0.709 -2.828 -1.446
O -0.174 -4.016 -1.722
O 1.409 -3.024 0.084
C 0.779 -2.200 1.087
C 1.237 -0.666 1.075
C 1.789 -0.142 -0.326
B 2.552 1.291 -0.260
O 2.811 2.146 -1.377
O 2.964 1.741 1.054
H -2.887 0.129 2.127
H -2.857 1.940 2.114
H -1.271 1.040 2.255
H -2.694 -0.160 -1.505
H -3.896 -0.237 -0.056
H -2.266 -1.039 0.037
H -1.059 0.811 -2.365
H 0.288 1.945 -1.978
H 1.153 -0.371 -2.427
H -0.359 -2.291 1.108
H 1.118 -2.619 2.096
H 2.069 -0.553 1.850
H 0.365 -0.044 1.437
H 2.594 -0.896 -0.651
H 2.116 2.838 -1.323
H 2.160 1.843 1.607
*
```

Computed properties:
Electronic energy: -33841.9292 eV
HOMO level: -9.84 eV
Orbital gap: 0.374 Ha
Relative energy (zero: lowest compared OMol25 entry of this formula, charge and spin): 0.0 kJ/mol

[3]
C2H5NO2S | ωB97M-V with the def2-TZVPD basis set

```
! wB97M-V def2-TZVPD RIJCOSX def2/J DEFGRID3
* xyz 0 1
C -0.551 0.287 0.252
C -0.922 -1.102 0.631
N 1.693 -0.203 -0.915
O 0.825 2.597 0.392
O -1.186 1.070 -0.580
S -0.379 1.919 0.694
H -1.709 -1.551 -0.046
H 0.062 -1.740 0.551
H -1.214 -1.212 1.776
H 1.194 -0.646 -1.630
H 2.187 0.580 -1.125
*
```

Computed properties:
Electronic energy: -18569.1753 eV
HOMO level (alpha / beta): -8.05 / -8.06 eV
Orbital gap (alpha / beta): 0.264 / 0.264 Ha
Relative energy (zero: lowest compared OMol25 entry of this formula, charge and spin): 616.9 kJ/mol

[4]
C41H30I2N3O2P2RbS2 | ωB97M-V with the def2-TZVPD basis set

```
! wB97M-V def2-TZVPD RIJCOSX def2/J DEFGRID3
* xyz -2 1
Rb 0.865 0.329 0.274
S -2.076 -2.251 1.216
P -2.020 -0.828 2.563
C -0.560 0.059 2.572
P -0.582 1.566 3.396
S 0.144 3.066 2.341
C -2.108 2.159 4.224
C -2.824 3.198 3.641
C -3.978 3.671 4.234
C -4.423 3.111 5.421
C -3.728 2.058 5.994
C -2.580 1.576 5.396
C 0.566 1.401 4.829
C 1.701 0.633 4.586
C 2.652 0.434 5.568
C 2.470 0.995 6.824
C 1.352 1.773 7.072
C 0.413 1.991 6.079
C -2.301 -1.695 4.168
C -3.412 -2.500 4.399
C -3.528 -3.197 5.587
C -2.526 -3.117 6.544
C -1.402 -2.347 6.303
C -1.288 -1.650 5.115
C -3.562 0.159 2.387
C -4.569 0.298 3.332
C -5.644 1.131 3.075
C -5.726 1.827 1.883
C -4.728 1.684 0.931
C -3.657 0.851 1.183
H -2.450 3.635 2.723
H -4.528 4.485 3.776
H -5.311 3.496 5.906
H -4.082 1.611 6.917
H -2.049 0.738 5.828
H 1.812 0.174 3.608
H 3.534 -0.157 5.358
H 3.200 0.826 7.604
H 1.212 2.224 8.048
H -0.446 2.620 6.275
H -4.179 -2.574 3.638
H -4.397 -3.817 5.768
H -2.617 -3.661 7.474
H -0.607 -2.294 7.036
H -0.414 -1.046 4.907
H -4.515 -0.234 4.272
H -6.424 1.239 3.819
H -6.563 2.490 1.701
H -4.791 2.222 -0.006
H -2.872 0.708 0.444
O 4.555 1.772 -1.792
C 3.343 1.556 -1.752
O 2.739 0.552 -1.324
C 2.436 2.704 -2.224
C 2.985 3.960 -2.472
C 2.160 5.012 -2.799
C 0.760 4.832 -2.719
C -0.170 5.864 -2.936
C -1.520 5.634 -2.812
C -1.985 4.378 -2.427
C -1.104 3.339 -2.226
C 0.271 3.531 -2.413
N 1.129 2.488 -2.280
H 4.061 4.044 -2.448
H 2.557 5.978 -3.084
H 0.200 6.850 -3.185
H -2.226 6.433 -2.999
H -3.043 4.221 -2.277
H -1.459 2.371 -1.896
I 0.544 0.580 -3.156
I -0.402 -1.569 -4.904
N 5.026 -3.488 -4.133
C 3.987 -3.456 -3.645
C 2.728 -3.462 -3.013
C 1.773 -4.432 -3.322
C 0.572 -4.406 -2.642
C 0.369 -3.428 -1.673
N 1.277 -2.511 -1.376
C 2.421 -2.513 -2.031
H 1.978 -5.168 -4.087
H -0.202 -5.122 -2.869
H -0.557 -3.372 -1.113
H 3.122 -1.726 -1.788
*
```

Computed properties:
Electronic energy: -108677.7411 eV
HOMO level: -1.29 eV
Orbital gap: 0.157 Ha
Relative energy (zero: lowest compared OMol25 entry of this formula, charge and spin): 257.8 kJ/mol